Record 1
Density functional theory data (the ωB97M-V functional and the def2-TZVPD basis) for a molecular structure, C42H36Br2CaN5O3Si.

```
90
Properties=species:S:1:pos:R:3:forces:R:3
Ca -0.55188 0.80653 0.52101 0.248 0.494 -2.228
Br -4.18918 3.89843 -1.30569 0.012 0.035 0.096
C -3.45498 4.15873 0.43091 0.329 -0.501 -0.435
C -4.10508 5.08063 1.23281 0.050 0.271 0.624
C -3.62028 5.34933 2.48571 -0.488 0.291 -0.176
Br -4.54898 6.63673 3.54871 0.025 -0.058 -0.008
C -2.45438 4.73063 2.96581 0.146 -0.169 -0.255
C -1.88058 4.99043 4.22521 0.184 -0.188 0.126
C -0.71468 4.36623 4.57481 -0.264 0.252 -0.068
C -0.10618 3.51503 3.64451 0.176 -0.051 -0.027
N -0.62408 3.23723 2.47591 0.424 -0.473 -0.154
C -1.78718 3.79383 2.11801 -0.504 0.452 0.057
C -2.31008 3.42643 0.80671 -0.957 1.108 0.269
O -1.76278 2.55573 0.07421 0.052 -0.119 -0.486
H -4.99238 5.57723 0.86271 0.055 0.000 0.049
H -2.36808 5.67533 4.90411 -0.034 0.023 -0.007
H -0.25688 4.54283 5.53511 0.084 -0.006 0.097
H 0.84822 3.05933 3.86851 0.094 -0.050 0.020
C -0.08298 -1.29347 -0.62289 0.564 -0.290 -1.409
Si 0.30662 -1.55767 -2.41329 -0.422 -0.114 0.439
C -1.04008 -0.64787 -3.44999 0.532 -0.116 0.225
N -1.37038 0.59053 -2.77769 -0.172 0.157 -0.048
C -2.73248 1.04893 -2.90979 -0.217 0.156 -0.072
C -3.07048 1.74693 -4.24779 0.166 -0.211 0.109
C -1.82738 2.43663 -4.81659 -0.014 0.089 0.088
C -0.93538 2.88613 -3.66609 0.070 -0.109 -0.097
C -0.38858 1.65743 -2.93019 -0.021 0.117 0.238
C 0.24962 -3.34577 -3.13859 0.141 0.394 0.197
C 1.26732 -3.91777 -3.90249 -0.027 0.219 0.039
C 1.14362 -5.19077 -4.43259 0.128 -0.158 -0.132
C 0.00082 -5.93547 -4.20039 0.014 -0.121 -0.042
C -1.01458 -5.39447 -3.42969 -0.177 -0.145 0.000
C -0.88548 -4.12067 -2.90939 0.002 0.126 -0.010
C 2.04932 -0.98047 -2.93639 -0.491 -0.027 0.210
C 2.30012 -0.46967 -4.20569 -0.116 -0.056 -0.104
C 3.57832 -0.13837 -4.61499 0.114 0.034 -0.158
C 4.64722 -0.32607 -3.75599 0.110 0.086 -0.017
C 4.42052 -0.82647 -2.48539 0.188 -0.056 0.109
C 3.13512 -1.14607 -2.08309 -0.072 -0.048 0.051
H 0.68752 -1.70357 0.01941 0.215 -0.169 0.104
H -1.00808 -1.81947 -0.37239 -0.309 -0.104 0.023
H -1.93198 -1.27627 -3.44249 -0.014 -0.180 0.018
H -0.77178 -0.50327 -4.50939 -0.003 -0.088 -0.108
H -2.89138 1.73623 -2.08259 -0.188 0.043 -0.043
H -3.40508 0.20033 -2.76579 0.037 0.013 0.125
H -3.85638 2.48183 -4.05629 -0.059 -0.005 -0.074
H -3.45308 1.02473 -4.97019 -0.112 -0.007 -0.038
H -2.11258 3.28823 -5.43789 0.019 -0.021 -0.055
H -1.26878 1.74343 -5.45239 0.008 -0.014 -0.030
H -1.52058 3.50893 -2.99079 -0.016 0.082 0.137
H -0.10108 3.48663 -4.03099 0.057 0.056 0.048
H -0.02798 1.96553 -1.93359 0.171 0.111 -0.207
H 0.46772 1.26853 -3.48579 0.002 0.042 0.094
H 2.16992 -3.35217 -4.09469 0.070 0.031 -0.029
H 1.94152 -5.60307 -5.03759 0.051 -0.026 -0.004
H -0.09648 -6.93167 -4.61339 -0.008 -0.018 -0.011
H -1.91288 -5.96647 -3.24059 -0.063 -0.055 0.028
H -1.68488 -3.70557 -2.31219 -0.169 0.004 0.129
H 1.47912 -0.34537 -4.89949 -0.066 0.038 -0.078
H 3.74422 0.25583 -5.60869 0.013 0.023 -0.064
H 5.65022 -0.07937 -4.07549 0.076 0.020 -0.004
H 5.25312 -0.97787 -1.81099 0.049 0.005 0.056
H 2.96192 -1.55157 -1.09539 0.033 -0.018 0.143
N 0.81362 -6.19037 4.08871 -0.144 -0.252 0.144
C 1.28102 -5.25987 3.60741 -0.329 -0.596 0.321
C 1.88492 -4.13297 3.01881 0.554 0.975 -0.519
C 3.26802 -4.09897 2.81231 -0.254 0.098 0.033
C 3.82412 -2.97217 2.23741 -0.092 -0.011 -0.037
C 2.97752 -1.93607 1.86041 0.216 -0.174 0.098
N 1.67082 -1.97087 2.05351 -0.047 0.282 0.072
C 1.12762 -3.02077 2.62781 0.149 -0.434 0.158
H 3.87772 -4.94037 3.10801 0.026 -0.042 0.021
H 4.88852 -2.89597 2.08361 0.106 -0.006 -0.058
H 3.34712 -1.03317 1.39421 0.143 0.095 -0.018
H 0.05712 -2.97927 2.78651 -0.099 -0.124 0.005
O -2.39998 -0.42667 3.19991 0.020 -0.013 0.293
C -1.24938 -0.11047 3.45321 -0.463 -0.211 0.440
N -0.32128 0.20913 2.53361 -0.044 -0.560 0.935
C 0.84242 0.58533 3.08761 0.127 -0.107 0.614
O 1.79812 1.03473 2.47491 0.253 0.082 -0.109
C 0.71012 0.41573 4.58061 -0.281 -0.080 0.349
C 1.57532 0.64103 5.63011 -0.018 0.003 -0.184
C 1.09352 0.45153 6.92231 0.223 0.069 0.090
C -0.21558 0.06573 7.15151 -0.169 -0.032 0.070
C -1.08778 -0.15597 6.08991 -0.091 -0.060 -0.102
C -0.60688 0.01213 4.81171 0.460 0.143 0.078
H 2.59062 0.96763 5.45831 0.096 0.013 -0.054
H 1.75552 0.62063 7.76061 0.015 0.004 0.073
H -0.57318 -0.05607 8.16621 0.042 -0.008 0.018
H -2.11338 -0.44397 6.26051 -0.131 -0.053 -0.003
```
Positions in Å, forces in eV/Å.

## Properties
**E_HOMO**: -4.7 eV
**Largest force on an atom**: 0.04465 Eh/bohr
**E**: -8236.92272 hartree
**Frontier orbital gap**: 6.809 eV
**LUMO**: 2.11 eV
**Total charge**: -1

Atom charges from the Löwdin analysis, given in e for atoms 1 to 5:
1. Ca 1.40
2. Br 0.81
3. C -0.58
4. C -0.20
5. C -0.63

***

Record 2
Density functional theory data (the ωB97M-V functional and the def2-TZVPD basis) for a molecular structure, C42H36F12N7O4S2Ti.

```
104
Properties=species:S:1:pos:R:3:forces:R:3
Ti -0.82812 -0.83044 0.84141 0.270 0.234 -0.093
C -4.12916 3.79934 -1.65080 0.017 -0.021 0.088
C -3.90613 3.72180 -0.14461 -0.061 -0.111 -0.186
N -4.07957 2.37816 0.38659 -0.075 0.002 0.207
C -3.09217 1.43779 0.39426 0.056 -0.210 -0.326
S -3.30783 0.12310 1.47125 0.416 0.106 0.236
N -2.13360 1.63031 -0.49723 -0.115 0.264 0.049
N -1.05887 0.82089 -0.39417 0.117 0.547 -0.457
C -0.11260 0.93741 -1.26976 -0.284 0.390 0.066
C -0.21391 1.79707 -2.48380 -0.032 -0.157 -0.020
C 1.17071 0.36557 -0.85878 0.216 0.022 0.126
C 2.34586 0.48551 -1.57547 -0.035 -0.008 -0.076
C 3.53896 0.13099 -0.96484 -0.018 -0.049 0.058
C 3.52459 -0.30183 0.34732 -0.027 0.029 -0.098
C 2.30385 -0.42644 0.99109 0.004 0.006 0.121
N 1.15928 -0.14165 0.38702 0.243 0.273 -0.323
H -3.97327 4.82154 -2.00202 0.000 0.008 -0.035
H -3.43209 3.13558 -2.15881 -0.001 0.024 -0.030
H -5.14609 3.49688 -1.90492 0.004 -0.012 -0.002
H -2.90905 4.09223 0.10701 -0.026 -0.012 0.007
H -4.63862 4.35222 0.36136 0.042 0.038 0.051
H -4.71758 2.26152 1.15543 -0.031 0.083 -0.052
H -1.22916 2.16816 -2.58037 0.018 0.022 -0.007
H 0.47691 2.63794 -2.41221 0.051 0.049 0.014
H 0.04056 1.21036 -3.37014 0.039 0.010 -0.003
H 2.33166 0.89377 -2.57600 -0.010 0.011 0.015
H 4.47552 0.24670 -1.49408 -0.006 -0.016 -0.014
H 4.43551 -0.53763 0.87730 0.004 0.018 0.024
H 2.23479 -0.74321 2.02258 -0.029 -0.083 -0.013
C 4.75178 -4.91011 2.68295 -0.077 0.024 -0.020
C 3.57589 -4.36394 1.91638 0.048 -0.009 0.023
C 3.52674 -4.35496 0.53286 0.006 -0.007 0.026
C 2.46734 -3.79506 -0.15458 -0.070 -0.051 -0.026
C 1.37407 -3.17609 0.48730 -0.007 -0.056 0.030
N 0.33851 -2.50941 -0.14187 -0.145 0.302 0.430
C 0.11989 -2.70582 -1.50640 -0.005 -0.146 -0.095
C 1.13145 -2.69583 -2.48249 -0.037 0.132 0.011
C 0.93402 -3.20768 -3.75496 0.035 0.025 -0.019
C -0.29412 -3.72666 -4.13529 -0.028 -0.010 0.022
C -0.49194 -4.44041 -5.44477 -0.042 0.046 0.051
C -1.35250 -3.53218 -3.25562 0.096 0.047 -0.062
C -1.17639 -2.96104 -2.00400 0.010 0.003 0.018
C -2.38078 -2.47227 -1.22171 -0.154 0.086 -0.277
O -2.04445 -1.71873 -0.13239 -0.839 -0.894 -0.855
C -3.34702 -3.63677 -0.79359 0.064 0.062 0.085
F -4.38512 -3.78055 -1.64229 -0.030 0.013 -0.096
F -3.85770 -3.42381 0.41198 -0.080 0.021 0.051
F -2.72202 -4.81931 -0.77604 0.072 -0.071 0.011
C -3.17011 -1.46938 -2.14942 0.079 0.006 0.102
F -3.64985 -1.98684 -3.29137 -0.085 -0.097 -0.085
F -4.20023 -0.93127 -1.50033 -0.094 0.002 0.056
F -2.34674 -0.47767 -2.51703 0.021 0.017 -0.010
C 1.37123 -3.32408 1.90768 0.038 0.132 -0.012
C 2.46308 -3.86463 2.57585 0.000 -0.078 -0.066
C 0.16217 -2.83974 2.68018 -0.435 -0.364 0.287
O -0.14915 -1.52998 2.34827 0.085 -0.963 0.888
C -1.09935 -3.77194 2.43623 0.048 0.054 0.004
F -1.09812 -4.35758 1.23985 -0.011 0.020 0.070
F -2.22408 -3.05493 2.54837 0.030 -0.053 0.029
F -1.18290 -4.77391 3.33200 0.108 0.039 0.068
C 0.35615 -2.78476 4.23026 0.253 0.260 -0.126
F 1.33141 -1.91841 4.53400 0.076 0.115 -0.023
F 0.68140 -3.94519 4.81920 -0.052 -0.158 0.041
F -0.76124 -2.35148 4.82037 -0.147 -0.025 0.020
H 5.52389 -5.27249 2.00418 0.011 -0.010 0.001
H 4.45298 -5.73886 3.32837 0.023 -0.013 0.009
H 5.19727 -4.14386 3.32065 0.027 -0.008 0.007
H 4.34694 -4.78186 -0.03547 -0.011 -0.023 -0.015
H 2.49369 -3.85294 -1.22666 0.052 0.001 0.014
H 2.08908 -2.26525 -2.22972 0.024 -0.076 0.025
H 1.76097 -3.21506 -4.45728 0.015 -0.008 0.007
H 0.37446 -4.31494 -6.09411 -0.005 0.006 -0.020
H -1.37466 -4.07289 -5.97082 0.009 0.007 -0.019
H -0.63481 -5.51075 -5.27932 0.017 -0.014 -0.029
H -2.34901 -3.81470 -3.56987 0.011 -0.024 0.001
H 2.45855 -3.92964 3.65278 0.015 0.029 -0.015
C -0.44525 7.95751 -2.28266 0.019 -0.073 0.036
C 0.13311 6.84486 -1.44600 -0.032 0.049 -0.038
C -0.63254 5.72426 -1.14136 0.020 0.030 0.016
C -0.11685 4.68592 -0.37802 -0.020 0.021 -0.001
C 1.18607 4.76559 0.08335 0.118 -0.035 -0.020
C 1.96447 5.87849 -0.20404 -0.024 -0.032 -0.042
C 1.43761 6.90980 -0.96529 0.003 -0.024 0.019
S 1.97132 3.46431 1.01879 -0.294 -0.012 0.015
O 2.57546 4.12642 2.16121 0.074 0.054 -0.009
O 2.91481 2.84948 0.10030 -0.027 0.117 0.019
N 0.75801 2.50852 1.31299 0.307 0.145 -0.171
C 0.50017 1.89015 2.48044 -0.130 0.065 -0.070
C 1.26344 2.05347 3.67114 0.061 0.043 0.014
C 0.79675 1.55396 4.85421 -0.120 -0.060 -0.030
C -0.42619 0.87817 4.87511 0.044 0.052 0.059
C -1.03223 0.63936 3.66975 -0.042 0.065 -0.017
N -0.58281 1.06307 2.47222 0.435 -0.043 0.485
H -1.42582 8.25640 -1.90895 -0.001 0.016 -0.010
H -0.57348 7.63730 -3.31890 0.001 0.022 -0.010
H 0.20396 8.83262 -2.27659 -0.002 0.009 -0.013
H -1.65221 5.66783 -1.50666 -0.027 -0.045 0.014
H -0.71309 3.81770 -0.13063 -0.006 -0.075 -0.027
H 2.97531 5.92312 0.17982 0.016 0.043 -0.014
H 2.04520 7.77978 -1.18804 0.005 0.005 0.011
H 2.18083 2.61705 3.62151 -0.031 -0.024 0.027
H 1.36965 1.68735 5.76475 0.006 0.035 -0.005
H -0.85831 0.49741 5.78922 -0.013 -0.026 -0.007
H -1.93845 0.05213 3.64540 -0.006 -0.072 -0.071
```
Positions in Å, forces in eV/Å.

## Properties
**E_HOMO**: -4.8 eV
**Largest force on an atom**: 0.02906 Eh/bohr
**Energy relative to the best compared isomer or geometry (same formula, charge and spin)**: 45.6 kcal per mole
**E**: -5150.85601 hartree
**Frontier orbital gap**: 6.601 eV
**LUMO**: 1.84 eV
**Total charge**: -1

Atom charges from the Löwdin analysis, given in e for atoms 1 to 5:
1. Ti 1.06
2. C -0.09
3. C -0.25
4. N -0.03
5. C -0.77

***

Which of these has the highest frontier orbital gap? C42H36Br2CaN5O3Si